(1)
A 2-piece molecular cluster, C13H30BFN3O2 overall. Source: the OMol25 dataset; level of theory: ωB97M-V/def2-TZVPD.

The geometry in XYZ format:
```
50
Properties=species:S:1:pos:R:3:forces:R:3
C -0.21142 1.47453 4.51661 0.3 1.0 1.0
C -0.85296 2.84473 3.89172 1.3 -0.2 -0.4
C -1.52749 2.63260 2.37304 -1.9 2.6 1.9
N -1.34311 1.31184 1.76066 -5.0 2.1 2.6
N -0.27533 0.99045 1.01835 0.8 -1.6 -2.1
C 0.15437 -0.42355 1.47142 0.8 -3.2 2.0
C -1.09165 -1.27586 2.19544 0.8 -1.3 -0.9
B 0.94016 1.89624 0.98538 5.3 4.6 -0.1
O 0.89896 3.29364 0.41317 -1.2 -3.0 2.9
O 2.33031 1.54014 1.41575 -4.4 -0.1 -2.1
C 3.07376 0.88366 0.32992 2.2 -1.5 0.1
C 3.82416 -0.43433 1.03536 -0.2 0.2 0.9
C -0.72318 1.00121 -0.46145 0.6 -0.4 -4.3
C -1.48695 -0.33212 -0.97622 -0.5 0.0 -0.9
F -1.55106 2.17077 -0.82684 2.1 -2.9 1.8
H 0.20232 1.76260 5.59889 -0.9 -0.7 -2.4
H -1.00674 0.63561 4.69341 1.6 1.6 -0.6
H 0.72539 1.15180 3.89503 -1.9 0.3 1.1
H -1.61664 3.26294 4.67352 1.3 -0.6 -1.9
H 0.03924 3.62621 3.76043 -2.0 -1.6 0.6
H -2.69828 2.71398 2.62254 2.6 -0.5 -0.9
H -1.36190 3.59233 1.68106 -0.1 -2.3 1.3
H -2.28645 1.05508 1.33631 2.3 0.1 0.3
H 0.94710 -0.38361 2.36435 -1.6 0.6 -2.3
H 0.68334 -1.03198 0.61743 -1.2 1.5 1.5
H -0.74840 -2.41630 2.10531 -0.7 2.5 0.1
H -1.17937 -1.06552 3.34400 0.0 -0.1 -2.6
H -2.09802 -1.20661 1.60067 2.0 -0.1 1.5
H 0.73507 3.92711 1.17733 0.4 -0.9 -1.4
H 3.95741 1.59286 -0.00679 -2.3 -1.2 0.4
H 2.39560 0.54937 -0.58551 1.4 0.8 1.8
H 3.50727 -0.45603 2.18619 0.6 0.2 -2.5
H 5.00683 -0.30086 1.05422 -2.7 -0.5 -0.4
H 3.47448 -1.45571 0.58441 0.9 2.0 0.6
H 0.27945 1.09601 -1.10340 -2.2 0.0 1.3
H -1.76952 -0.15689 -2.12280 0.7 -0.1 2.6
H -0.81023 -1.31553 -0.98820 -1.5 2.4 0.4
H -2.50343 -0.48212 -0.41609 2.0 0.1 -1.0
C -1.84891 -2.82996 -4.41261 -0.1 0.0 0.0
C -0.77913 -2.00196 -5.11749 -0.4 0.1 0.1
C 0.49973 -2.79451 -5.39518 0.4 -0.1 1.0
C 1.09956 -3.27699 -4.08451 3.6 -2.8 7.1
N 1.59715 -3.67725 -2.99726 -4.0 3.3 -8.5
H -1.51427 -3.16772 -3.42665 0.0 0.0 -0.1
H -2.75336 -2.23233 -4.26083 0.1 -0.1 -0.1
H -2.11775 -3.71103 -5.00647 0.0 0.1 0.1
H -0.54679 -1.12463 -4.50144 0.1 -0.1 -0.2
H -1.18392 -1.63163 -6.06578 0.2 0.0 0.1
H 1.22862 -2.16207 -5.91279 0.0 -0.2 0.2
H 0.28595 -3.65857 -6.03359 0.1 0.0 0.2
```
Forces are in eV/Å.

Its lowest unoccupied orbital energy is -3.50 eV. The multiplicity is 1. The HOMO-LUMO gap comes out at 9.9 eV. Its total charge is +1. As for the relative energy (zero: lowest compared OMol25 entry of this formula, charge and spin): 158.3 kcal/mol.

---

(2)
C15H27ClNO7Ti as an isolated structure. Source: the OMol25 dataset; level of theory: ωB97M-V/def2-TZVPD.

The geometry in XYZ format:
```
52
Properties=species:S:1:pos:R:3:forces:R:3
Ti -0.35985 -0.16436 -0.05159 -0.3 -0.2 0.0
Cl 0.89966 -1.60172 -1.79618 -0.1 0.0 0.4
O -1.11556 -1.63802 1.59964 0.5 0.0 -0.9
C -1.69103 -2.51114 2.20518 -0.3 0.8 1.0
O -3.00360 -2.74375 2.09476 0.3 -0.4 -0.2
C -3.68931 -2.18974 0.95101 -0.4 -0.2 0.0
C -4.84676 -1.34374 1.40902 0.2 0.7 0.3
C -1.04668 -3.30761 3.30887 -0.4 -1.2 -1.0
H -4.05869 -3.05235 0.39649 0.1 0.0 -0.1
H -3.01320 -1.60394 0.33658 0.1 -0.1 0.0
H -5.16992 -0.71944 0.57444 -0.3 -0.2 0.0
H -4.51410 -0.63741 2.17573 0.1 -0.1 0.0
H -5.66713 -1.92080 1.82915 -0.1 -0.1 -0.1
H -1.43682 -3.03473 4.28349 0.2 0.3 0.1
H 0.02836 -3.27751 3.17812 0.1 0.4 0.4
H -1.33164 -4.35765 3.15216 0.0 0.2 0.1
O 0.20537 1.85686 -0.71793 -0.1 -0.2 0.3
C 1.06384 2.71602 -0.60034 0.0 0.0 -0.4
O 2.24402 2.65590 -1.17979 0.3 -0.5 -0.1
C 2.57871 1.41629 -1.89912 0.1 0.6 0.0
C 2.21446 1.52531 -3.36663 -0.1 -1.2 0.0
C 0.83467 3.99477 0.11441 -0.5 0.8 0.1
H 2.07386 0.57259 -1.43502 0.0 0.1 -0.1
H 3.65291 1.32708 -1.74333 0.0 0.1 -0.1
H 2.78619 0.75258 -3.89533 0.1 0.3 0.0
H 2.41562 2.49111 -3.81751 0.0 0.1 0.1
H 1.18872 1.18202 -3.51923 -0.1 0.5 0.1
H -0.15028 4.35756 -0.19334 0.0 0.0 0.1
H 1.56824 4.75802 -0.12809 0.2 -0.1 0.0
H 0.79641 3.88074 1.19685 0.1 -0.3 0.0
C 5.66686 -3.11502 0.89377 0.8 -0.1 0.0
C 4.40460 -2.46651 1.40413 -0.9 -0.3 0.3
C 3.82498 -1.52065 0.36081 0.8 0.5 -0.3
C 2.82665 -0.59408 0.85147 -0.6 -0.3 0.0
N 1.95709 0.08856 1.16875 0.0 0.2 0.2
H 5.55270 -3.62639 -0.06387 -0.3 0.0 0.1
H 6.08143 -3.83246 1.60478 -0.1 0.0 0.0
H 6.45768 -2.37496 0.72668 -0.1 0.1 0.1
H 4.54978 -1.95066 2.35510 0.3 0.2 -0.1
H 3.62834 -3.20117 1.64461 0.2 -0.2 -0.1
H 3.40693 -2.04365 -0.50267 -0.2 0.0 0.0
H 4.64445 -0.89734 -0.02114 -0.1 0.0 -0.1
C -4.16876 2.45529 -2.31824 0.1 0.3 0.0
C -3.58114 3.61351 -1.48928 -0.4 -0.1 -0.5
O -2.81943 2.95347 -0.48563 -0.1 -0.3 0.1
C -3.10360 1.63653 -0.49462 0.2 0.2 -0.5
O -2.62970 0.83830 0.25412 0.3 -0.2 0.4
O -3.97471 1.32273 -1.46861 0.0 0.1 0.3
H -3.64499 2.27367 -3.25534 0.1 0.0 0.0
H -5.22795 2.58944 -2.51828 0.0 -0.1 0.1
H -4.37403 4.20725 -1.03500 0.1 0.0 0.2
H -2.93364 4.26119 -2.07401 0.1 0.0 0.1
```
Forces are in eV/Å.

Its lowest unoccupied orbital energy (spin up / spin down) is 0.50 / 0.43 eV. The expectation value of S² is 3.7539. The multiplicity is 4. The HOMO-LUMO gap (spin up / spin down) comes out at 4.1 / 8.7 eV.

---

(3)
C23H29N3O2 in the gas phase. Source: the OMol25 dataset; level of theory: ωB97M-V/def2-TZVPD.

The geometry in XYZ format:
```
57
Properties=species:S:1:pos:R:3:forces:R:3
C -5.11648 4.23762 0.51220 0.0 -0.1 0.2
C -4.69175 4.06860 1.96615 0.0 0.2 -0.1
C -3.69066 5.12883 2.42730 0.0 -0.3 -0.1
H -4.14799 6.11813 2.36475 0.0 0.1 0.0
H -3.42813 4.94344 3.47081 0.0 0.1 0.0
C -2.40452 5.15236 1.59550 -0.4 0.6 0.2
N -1.77834 3.85941 1.54214 0.6 -0.4 0.6
C -1.10232 3.26430 2.54266 0.0 0.1 0.0
C -0.70416 2.00776 2.07174 -0.3 0.2 -0.3
C 0.00085 0.89265 2.56233 0.2 -0.3 0.1
C 0.18483 -0.18201 1.74050 0.1 0.1 0.4
C -0.32730 -0.20913 0.41840 -0.5 0.5 -0.3
C -1.04542 0.84838 -0.08000 0.2 -0.5 -0.1
C -1.23332 1.97523 0.73331 0.1 0.6 1.0
N -1.87489 3.10737 0.44662 -0.3 -0.2 -0.9
H -1.45380 0.81643 -1.07693 0.0 -0.1 -0.1
C -0.12510 -1.39369 -0.46478 0.1 -0.1 0.1
O -0.95150 -1.76005 -1.27716 -0.2 0.0 -0.2
N 1.05816 -2.03904 -0.28350 0.2 0.0 0.2
H 1.76720 -1.60301 0.28406 -0.1 0.1 0.0
C 1.46835 -3.13315 -1.12858 0.0 0.0 -0.2
H 0.56132 -3.53084 -1.58893 0.1 -0.1 0.1
H 1.92977 -3.91266 -0.51381 -0.1 0.0 -0.1
C 2.44820 -2.68313 -2.22411 -0.2 -0.2 0.1
C 2.81168 -3.84354 -3.10363 0.1 0.1 0.0
C 1.96205 -4.23944 -4.12942 0.0 0.0 0.0
C 2.27169 -5.32862 -4.92058 0.0 0.0 0.0
C 3.43718 -6.05611 -4.70879 0.0 0.0 0.0
C 4.28285 -5.66124 -3.68170 0.0 -0.1 0.0
C 3.97327 -4.57105 -2.88804 -0.1 0.1 0.0
H 4.64704 -4.28089 -2.09362 0.1 0.1 0.1
H 5.19454 -6.21288 -3.49918 0.1 -0.1 0.0
C 3.77724 -7.22287 -5.58603 0.0 0.1 -0.1
H 4.21166 -6.87158 -6.52271 0.0 -0.1 -0.1
H 4.49862 -7.87703 -5.10220 0.0 -0.1 0.0
H 2.88524 -7.79746 -5.82699 0.0 -0.1 0.0
H 1.60041 -5.62138 -5.71549 -0.1 0.0 -0.1
H 1.05141 -3.68595 -4.30703 -0.1 0.1 0.0
H 1.96733 -1.89999 -2.81373 0.0 0.1 0.0
H 3.34495 -2.26638 -1.75841 0.0 0.1 0.0
H 0.70093 -1.05194 2.12072 0.0 0.0 0.1
H 0.38862 0.87444 3.57006 0.0 -0.1 0.0
O -0.95001 3.95940 3.69224 -0.2 0.1 -0.5
C -0.17649 3.35904 4.71670 0.3 -0.2 0.5
C -0.09316 4.34447 5.87056 -0.1 -0.2 -0.4
H 0.37649 5.26688 5.53974 0.1 0.1 0.0
H -1.09024 4.57476 6.23602 -0.1 0.0 0.1
H 0.49236 3.91599 6.67857 0.1 0.0 0.1
H 0.82667 3.12743 4.33578 -0.1 0.0 0.0
H -0.65649 2.42730 5.04317 0.1 0.1 -0.1
H -1.69886 5.86272 2.03572 0.0 -0.1 -0.1
H -2.61593 5.43583 0.56434 0.1 0.0 0.1
H -4.25639 3.07557 2.09456 0.0 -0.1 0.1
H -5.57039 4.12840 2.61286 0.0 -0.1 0.0
H -4.29061 4.00494 -0.15434 0.0 0.0 -0.1
H -5.45217 5.25586 0.32553 -0.1 0.1 -0.1
H -5.93475 3.55962 0.28249 -0.1 0.0 -0.1
```
Forces are in eV/Å.

Its lowest unoccupied orbital energy is 0.64 eV. The multiplicity is 1. The HOMO-LUMO gap comes out at 8.3 eV. As for the relative energy (zero: lowest compared OMol25 entry of this formula, charge and spin): 43.4 kcal/mol. Its SMILES is CCCCn1nc2cc(C(=O)NCCc3ccc(C)cc3)ccc2c1OCC.